C47H62OP2SSiSn as an isolated structure. Source: the Open Molecules 2025 dataset; level of theory: ωB97M-V/def2-TZVPD.

XYZ file:
```
115
Properties=species:S:1:pos:R:3:forces:R:3:lowdin_charge:R:1
Sn 0.636 -2.819 -0.484 -0.2 0.1 0.1 0.9455
C 0.702 -3.654 2.740 -0.1 -0.1 -0.1 -0.2272
Si -0.181 -2.196 1.914 0.2 -0.2 0.3 0.4192
C 0.837 -0.743 2.557 0.1 0.1 -0.2 -0.3133
C 0.552 -0.176 3.800 0.0 0.1 -0.1 -0.0767
C 1.422 0.731 4.393 0.1 0.0 -0.1 -0.0471
C 2.600 1.090 3.746 -0.1 0.0 0.0 -0.0514
C 2.908 0.537 2.511 0.0 0.0 0.1 -0.0819
C 2.031 -0.368 1.907 -0.1 -0.2 0.2 -0.3695
P 2.500 -1.173 0.341 0.0 0.4 0.0 0.9443
C 4.110 -2.018 0.664 -0.1 -0.2 0.0 -0.3949
C 4.150 -3.373 -0.081 0.1 0.0 0.0 -0.2434
C 5.578 -3.910 -0.108 0.0 0.0 0.0 -0.1804
C 6.465 -3.010 -0.984 0.0 0.0 0.0 -0.1722
C 6.017 -1.538 -0.927 0.0 -0.1 0.1 -0.1854
C 5.411 -1.219 0.437 0.0 0.0 0.0 -0.1803
C 2.501 0.110 -0.987 0.2 -0.2 -0.1 -0.4057
C 3.595 1.185 -0.936 -0.1 0.0 -0.1 -0.1714
C 3.288 2.298 -1.952 -0.2 -0.1 -0.1 -0.1683
C 2.564 1.776 -3.201 0.1 -0.1 0.0 -0.1767
C 2.980 0.339 -3.490 0.0 0.0 0.0 -0.1766
C 2.487 -0.590 -2.373 0.0 0.1 0.0 -0.2360
C -1.992 -2.280 2.490 -0.3 0.0 -0.3 -0.2457
C -2.217 -3.074 3.620 0.1 0.2 0.0 -0.0847
C -3.490 -3.423 4.050 0.0 0.0 0.1 -0.0347
C -4.598 -3.021 3.332 -0.1 0.0 0.0 -0.0349
C -4.425 -2.221 2.215 0.1 0.0 -0.1 -0.0832
C -3.148 -1.835 1.799 0.1 -0.1 0.3 -0.2915
P -3.121 -0.813 0.326 -0.1 -0.3 -0.1 1.0674
C -4.195 0.653 0.517 0.1 -0.1 0.0 -0.3487
C -4.193 1.560 -0.722 0.0 0.1 0.1 -0.1882
C -4.466 2.998 -0.254 -0.1 0.0 0.0 -0.1680
C -5.462 3.017 0.921 0.0 0.0 -0.1 -0.1839
C -6.408 1.821 0.840 0.0 0.1 0.0 -0.1732
C -5.646 0.487 1.010 0.0 0.1 0.1 -0.1788
C -3.352 -1.921 -1.106 -0.1 0.1 0.0 -0.3569
C -2.892 -1.339 -2.467 -0.1 0.0 0.0 -0.1808
C -4.077 -0.926 -3.337 0.0 -0.1 0.0 -0.1827
C -4.957 -2.140 -3.676 0.0 0.0 0.0 -0.1732
C -4.965 -3.174 -2.539 0.0 0.0 0.0 -0.1761
C -4.785 -2.491 -1.184 0.0 0.0 -0.1 -0.1839
H 0.782 -3.497 3.819 0.0 0.0 0.0 0.0476
H 1.731 -3.743 2.370 0.0 0.0 0.0 0.0191
H 0.201 -4.609 2.565 0.0 0.0 0.0 0.0455
H -0.352 -0.463 4.327 0.0 0.0 0.0 0.1095
H 1.196 1.136 5.370 0.0 0.0 0.0 0.1183
H 3.284 1.793 4.203 0.0 0.0 0.0 0.1197
H 3.842 0.806 2.035 0.0 0.0 0.0 0.1010
H 4.015 -2.217 1.737 0.0 -0.1 0.0 0.1193
H 3.800 -3.260 -1.112 0.0 0.0 0.0 0.0868
H 3.476 -4.085 0.409 0.0 0.0 0.0 0.0966
H 5.586 -4.932 -0.484 0.0 0.0 0.0 0.1185
H 5.961 -3.948 0.915 0.0 0.0 0.0 0.1204
H 6.436 -3.358 -2.017 0.0 0.0 0.0 0.1151
H 7.501 -3.094 -0.654 0.0 0.0 0.0 0.1164
H 5.281 -1.342 -1.713 0.0 0.0 0.0 0.0926
H 6.862 -0.877 -1.119 0.0 0.0 0.0 0.1225
H 5.263 -0.148 0.567 0.0 0.0 0.0 0.0846
H 6.118 -1.522 1.213 0.0 0.0 0.0 0.1298
H 1.538 0.610 -0.827 0.1 -0.1 0.0 0.0847
H 4.553 0.729 -1.182 0.0 0.0 0.0 0.0984
H 3.673 1.625 0.058 0.1 0.0 0.0 0.0917
H 4.232 2.763 -2.240 0.0 0.0 0.0 0.1232
H 2.695 3.073 -1.473 0.0 -0.1 -0.1 0.0691
H 2.787 2.414 -4.056 0.0 0.0 0.0 0.1189
H 1.479 1.811 -3.060 0.0 0.0 0.0 0.1010
H 4.070 0.286 -3.567 0.0 0.0 0.0 0.1209
H 2.582 -0.002 -4.445 0.0 0.0 0.0 0.1189
H 3.100 -1.495 -2.354 0.0 0.0 0.0 0.0828
H 1.463 -0.906 -2.603 0.0 0.0 0.0 0.0711
H -1.376 -3.428 4.201 0.0 0.0 -0.1 0.0963
H -3.608 -4.023 4.942 0.0 0.0 0.0 0.1232
H -5.590 -3.333 3.628 0.0 0.0 0.0 0.1236
H -5.295 -1.921 1.647 0.0 0.0 0.1 0.0904
H -3.625 1.160 1.307 0.0 0.0 0.0 0.1326
H -4.999 1.236 -1.382 0.0 0.0 0.0 0.1070
H -3.263 1.510 -1.292 0.0 0.0 0.0 0.0936
H -4.869 3.564 -1.096 0.0 0.0 0.0 0.1199
H -3.530 3.480 0.037 0.0 0.0 0.0 0.1086
H -6.027 3.948 0.914 0.0 0.0 0.0 0.1183
H -4.930 2.988 1.876 0.0 0.0 0.0 0.1159
H -6.933 1.840 -0.118 0.0 0.0 0.0 0.1202
H -7.173 1.889 1.612 0.0 0.0 0.0 0.1196
H -6.165 -0.295 0.454 0.0 0.0 0.0 0.1002
H -5.643 0.207 2.063 0.0 0.0 0.0 0.1115
H -2.676 -2.739 -0.822 0.0 0.0 0.0 0.1013
H -2.339 -2.122 -2.993 0.1 0.0 0.0 0.1220
H -2.196 -0.509 -2.326 0.0 0.0 0.0 0.0893
H -3.715 -0.455 -4.250 0.0 0.0 0.0 0.1210
H -4.667 -0.175 -2.813 0.0 0.0 0.0 0.0864
H -4.602 -2.614 -4.592 0.0 0.0 0.0 0.1159
H -5.974 -1.800 -3.874 0.0 0.0 0.0 0.1165
H -4.155 -3.896 -2.675 0.0 0.0 0.0 0.1196
H -5.894 -3.742 -2.549 0.0 0.0 0.0 0.1199
H -4.959 -3.193 -0.370 0.0 0.0 0.0 0.1130
H -5.522 -1.688 -1.092 0.0 0.0 0.0 0.1085
C 4.744 6.566 -0.336 0.0 0.0 0.0 -0.0547
C 3.739 5.468 -0.141 -0.1 0.1 0.0 -0.6966
O 3.993 4.310 0.031 0.1 0.1 0.2 0.0230
S 2.037 6.097 -0.244 0.1 -0.1 0.0 1.0547
C 1.157 4.569 -0.134 -0.1 0.0 -0.1 -0.5207
C 0.313 4.191 -1.182 0.1 0.0 0.1 -0.0721
C -0.349 2.979 -1.130 0.0 0.0 0.0 -0.0195
C -0.175 2.143 -0.021 -0.3 0.2 0.0 -0.2353
C 0.636 2.543 1.042 0.0 0.0 0.1 0.0050
C 1.304 3.749 0.980 0.0 0.0 0.0 -0.0542
C -0.918 0.933 0.063 0.2 0.0 0.0 0.0077
C -1.552 -0.102 0.139 0.1 0.2 0.0 -0.1626
H 5.658 6.331 0.203 0.0 0.0 0.0 0.0959
H 4.350 7.530 -0.020 0.0 0.0 0.0 0.0771
H 4.975 6.626 -1.402 0.0 0.0 0.0 0.1009
H 0.203 4.841 -2.040 0.0 0.0 0.0 0.1204
H -0.986 2.666 -1.948 0.0 0.0 0.0 0.1248
H 0.735 1.906 1.907 0.0 0.0 0.1 0.0940
H 1.941 4.060 1.796 0.0 0.0 0.0 0.1251
```
Forces are in eV/Å.

Calculated values
- LUMO (eV) = -6.47
- total charge = +2
- frontier orbital gap (eV) = 6.64
- E (Eh) = -3487.58622
- highest occupied orbital energy (eV) = -13.11
- max |F| (Eh/bohr) = 0.0084
- 2S+1 = 1

C47H63InN5O3P as an isolated structure. Source: the Open Molecules 2025 dataset; level of theory: ωB97M-V/def2-TZVPD.

XYZ file:
```
120
Properties=species:S:1:pos:R:3:forces:R:3:lowdin_charge:R:1
In 1.756 0.209 -0.214 -0.1 0.0 0.0 1.0001
C 2.660 -3.002 -5.218 0.0 0.1 0.0 -0.0403
C 3.110 -1.849 -4.307 0.0 -0.1 0.1 -0.3640
C 4.293 -2.274 -3.434 0.0 0.1 0.0 -0.0447
C 1.933 -1.374 -3.491 -0.1 -0.2 0.0 -0.1777
C 1.187 -0.274 -3.887 -0.1 0.0 0.2 0.0294
C 0.079 0.164 -3.171 -0.2 -0.2 0.1 -0.1402
C -0.894 1.086 -3.882 0.0 0.0 -0.1 -0.3628
C -1.785 0.182 -4.758 -0.1 0.1 0.1 -0.0238
C -0.234 2.151 -4.773 0.0 -0.1 0.1 -0.0599
C -0.280 -0.480 -1.942 0.2 0.2 -0.2 -0.1397
C 0.301 -1.774 -1.712 0.2 0.2 0.4 -0.1789
C 1.436 -2.136 -2.437 0.4 0.1 -0.1 0.0043
C -0.389 -2.895 -0.954 0.0 -0.1 -0.1 -0.3442
C -1.246 -3.639 -2.003 -0.1 0.1 0.0 -0.0242
C 0.557 -3.925 -0.307 -0.1 0.1 0.0 -0.0478
C -1.467 0.035 -1.147 -0.2 -0.1 0.0 -0.1768
C -2.706 -0.541 -1.443 0.1 0.0 -0.1 -0.0198
C -3.889 -0.154 -0.835 -0.1 0.0 0.0 -0.0102
C -3.881 0.869 0.097 -0.1 0.0 0.0 -0.0355
C -2.680 1.477 0.404 0.1 0.0 -0.1 -0.0951
C -1.468 1.076 -0.178 -0.2 0.2 0.1 -0.2927
P -0.011 1.945 0.497 0.3 -0.1 -0.3 1.1596
C 0.258 3.585 -0.400 0.0 -0.2 0.1 -0.6501
C 0.453 3.222 -1.866 0.0 -0.1 0.0 -0.0996
C 1.546 4.233 0.114 0.0 0.0 0.1 -0.0655
C -0.940 4.535 -0.303 0.0 0.1 0.1 -0.0540
C -0.089 2.210 2.384 0.0 -0.1 -0.2 -0.6176
C 1.368 2.102 2.860 0.0 0.0 0.0 -0.0807
C -0.651 3.592 2.735 0.0 0.1 0.0 -0.0702
C -0.937 1.162 3.114 0.0 0.0 0.1 -0.0760
H 3.460 -3.269 -5.909 0.0 0.0 0.0 0.0899
H 1.782 -2.722 -5.801 0.0 0.0 0.0 0.0857
H 2.410 -3.887 -4.629 0.0 0.0 0.0 0.0853
H 3.432 -1.021 -4.944 0.0 0.0 0.0 0.1420
H 4.045 -3.137 -2.815 0.0 0.0 0.0 0.0806
H 4.611 -1.457 -2.781 0.0 0.0 0.0 0.0695
H 5.137 -2.553 -4.065 0.0 0.0 0.0 0.0917
H 1.455 0.235 -4.805 0.0 0.0 0.0 0.1390
H -1.555 1.549 -3.152 0.0 0.1 0.1 0.1156
H -1.174 -0.422 -5.430 0.0 0.0 0.0 0.0941
H -2.450 0.802 -5.361 0.0 0.0 0.0 0.0963
H -2.401 -0.488 -4.156 0.0 0.0 -0.1 0.0670
H -0.038 1.746 -5.767 0.0 0.0 0.0 0.0888
H 0.712 2.505 -4.367 0.0 0.1 0.0 0.0714
H -0.899 3.004 -4.900 0.0 0.0 0.0 0.0956
H 1.888 -3.098 -2.230 0.0 0.0 0.0 0.1236
H -1.060 -2.481 -0.200 0.0 0.0 0.0 0.1136
H -0.600 -4.200 -2.679 0.0 0.0 0.0 0.0929
H -1.843 -2.964 -2.618 0.0 -0.1 0.1 0.0673
H -1.916 -4.344 -1.509 0.0 0.0 0.0 0.1004
H 0.795 -4.724 -1.009 0.0 0.0 0.0 0.0895
H 0.074 -4.390 0.553 0.0 0.0 0.0 0.0940
H 1.499 -3.491 0.018 0.0 0.0 0.1 0.0638
H -2.745 -1.306 -2.205 0.0 0.0 0.1 0.0976
H -4.815 -0.646 -1.102 0.0 0.0 0.0 0.1259
H -4.794 1.194 0.578 0.0 0.0 0.0 0.0964
H -2.669 2.271 1.140 -0.1 0.0 -0.1 0.0970
H 1.169 2.409 -2.000 0.0 0.0 -0.1 0.0534
H 0.842 4.091 -2.399 0.0 0.0 0.0 0.1149
H -0.496 2.951 -2.318 0.0 0.0 0.0 0.0703
H 2.405 3.568 -0.019 0.0 0.0 0.0 0.0817
H 1.496 4.535 1.157 0.0 0.0 0.0 0.0680
H 1.733 5.135 -0.473 0.0 0.0 0.0 0.1076
H -1.885 4.026 -0.492 0.0 0.0 0.0 0.0839
H -0.824 5.294 -1.080 0.0 0.0 0.0 0.1050
H -1.000 5.053 0.650 0.0 0.0 -0.1 0.0713
H 2.024 2.822 2.368 0.0 0.0 0.0 0.0746
H 1.779 1.101 2.704 0.0 0.0 0.0 0.0542
H 1.405 2.302 3.933 0.0 0.0 0.0 0.1118
H -0.060 4.409 2.329 -0.1 0.0 0.0 0.0635
H -0.628 3.696 3.821 0.0 -0.1 0.0 0.1042
H -1.688 3.716 2.421 0.0 0.0 0.0 0.0854
H -0.398 0.228 3.236 -0.1 0.1 0.1 0.0580
H -1.896 0.968 2.633 0.1 0.0 0.1 0.0564
H -1.149 1.540 4.117 0.0 0.0 0.0 0.1082
C -7.045 0.879 2.316 0.0 -0.1 0.0 -0.0408
C -6.085 -0.126 2.894 0.0 0.0 0.0 -0.2793
C -6.401 -1.483 2.917 0.0 0.0 0.0 -0.0230
C -5.519 -2.420 3.427 0.0 -0.1 0.0 -0.0023
C -4.290 -2.018 3.939 0.1 0.1 -0.1 -0.2444
N -3.414 -2.998 4.481 -0.2 0.1 0.1 0.1453
C -2.077 -3.180 4.288 0.1 -0.1 -0.3 -0.4922
O -1.437 -4.032 4.862 0.0 0.2 0.0 0.0938
N -1.518 -2.335 3.315 -0.3 0.0 0.2 0.1624
C -0.190 -2.257 2.953 0.2 -0.3 -0.1 -0.1905
C 0.862 -2.942 3.582 -0.2 0.0 -0.1 0.0672
C 2.148 -2.789 3.098 0.0 0.1 -0.1 0.0093
C 2.394 -1.955 2.021 0.1 0.0 0.2 -0.1192
N 1.394 -1.285 1.443 0.2 0.2 -0.5 -0.0219
C 0.142 -1.437 1.882 0.0 -0.3 -0.2 -0.1252
C -3.976 -0.662 3.958 0.0 -0.1 0.1 -0.0397
C -4.862 0.266 3.429 0.0 0.0 0.0 -0.0522
H -8.076 0.560 2.461 0.0 0.0 0.0 0.0881
H -6.890 0.989 1.239 -0.1 0.0 0.0 0.0711
H -6.918 1.858 2.777 0.0 0.0 0.0 0.0858
H -7.361 -1.811 2.536 0.0 0.0 0.0 0.1231
H -5.787 -3.470 3.446 0.0 0.0 0.0 0.1235
H -3.831 -3.709 5.062 0.1 -0.1 0.1 0.1641
H -2.178 -1.796 2.774 0.0 0.1 0.0 0.1267
H 0.648 -3.591 4.415 0.0 0.0 0.0 0.1188
H 2.973 -3.309 3.565 0.0 0.0 0.0 0.1298
H 3.392 -1.783 1.643 0.0 0.0 0.0 0.1103
H -0.627 -0.898 1.342 0.0 0.0 0.1 0.1037
H -3.065 -0.331 4.443 0.0 0.0 0.0 0.1095
H -4.618 1.322 3.480 0.0 0.0 0.0 0.1164
C 6.991 1.247 2.001 0.1 0.0 0.1 0.0165
N 5.988 1.180 0.934 -0.1 0.0 0.0 -0.0287
C 6.297 1.571 -0.330 -0.1 0.0 0.0 -0.0078
C 5.426 1.518 -1.368 -0.1 0.0 -0.1 0.0377
C 4.129 1.009 -1.086 0.4 0.1 0.1 -0.5006
O 3.166 0.879 -1.903 -0.4 -0.1 0.2 -0.0453
N 3.850 0.632 0.179 -0.4 -0.2 0.1 0.0989
C 4.713 0.701 1.246 0.0 0.0 0.2 -0.4839
O 4.384 0.367 2.368 0.1 0.1 -0.2 0.0672
H 7.481 2.218 1.988 0.0 0.0 0.0 0.1033
H 7.737 0.464 1.875 0.0 0.0 0.0 0.1071
H 6.488 1.105 2.950 0.0 0.0 0.0 0.0924
H 7.304 1.942 -0.469 0.0 0.0 0.1 0.1497
H 5.696 1.841 -2.360 0.0 0.0 0.0 0.1274
```
Forces are in eV/Å.

Calculated values
- LUMO (eV) = -5.48
- total charge = +2
- frontier orbital gap (eV) = 7.43
- E (Eh) = -2859.40612
- highest occupied orbital energy (eV) = -12.91
- max |F| (Eh/bohr) = 0.0116
- 2S+1 = 1